Entry 1:
Computed, not measured: 12 unconnected molecules or ions with the total composition C4H31NO13 in a non-equilibrium geometry, with ωB97M-V with the def2-TZVPD basis set.

The geometry in XYZ format:
```
49
Properties=species:S:1:pos:R:3:mulliken_charge:R:1
C 0.9385 -1.2825 -3.1017 -0.04
N -0.3305 -0.7422 -3.1212 -0.16
C -1.7454 -2.4851 -1.8714 -1.17
C -1.2720 -1.0280 -1.9390 0.06
C -0.6326 -0.5322 -0.5880 2.02
O -1.5448 -0.8425 0.3792 -0.30
O 1.2712 -2.0841 -2.2020 -0.63
H 1.5337 -0.9488 -4.0828 0.26
H -0.5587 0.2164 -3.3887 0.37
H -2.2645 -2.9670 -2.7145 0.34
H -2.2735 -2.8609 -0.8847 0.30
H -0.7333 -3.0378 -1.9031 0.19
H -2.1456 -0.3212 -2.2061 0.35
H 0.3025 -0.9304 -0.2312 -0.47
H -0.6419 0.6314 -0.6892 -1.17
H -1.6667 -1.8821 0.3736 0.17
H 0.4871 -4.1301 0.1688 0.32
H 0.5002 -3.1947 1.3994 0.31
O -0.0217 -3.8801 1.0123 -0.63
H 0.5466 1.7079 2.6217 0.23
H 0.6036 3.0556 2.1805 0.40
O 1.1954 2.2637 2.1450 -0.65
H -2.0913 1.3233 0.8360 0.33
H -2.5384 0.0535 1.3691 0.35
O -2.8135 1.0202 1.5103 -0.74
H 0.4264 1.9894 -2.4121 0.44
H 0.2484 2.8405 -3.7289 0.28
O -0.1975 2.3372 -3.0767 -0.64
H 2.3113 -0.8668 2.0419 0.32
H 2.1812 -1.3075 0.6259 0.16
O 1.8216 -0.8160 1.3140 -0.50
H -1.8448 -0.3377 4.1582 0.28
H -1.4978 -0.5648 2.6262 0.37
O -1.7330 -0.9516 3.4787 -0.61
H -0.3662 2.5808 -0.7161 0.30
H -1.1829 3.6232 -1.6294 0.32
O -1.0263 3.2642 -0.7192 -0.73
H 2.0477 2.6847 -1.0804 0.21
H 1.5649 1.4373 -0.1722 0.27
O 1.3166 2.0862 -0.8866 -0.55
H 2.4270 -2.8089 -0.9043 0.47
H 3.7685 -2.5023 -0.4023 0.27
O 2.9581 -2.8730 -0.1778 -0.65
H 1.4637 0.2814 4.4081 0.28
H 2.0687 1.0907 3.2391 0.40
O 2.2514 0.4226 4.0018 -0.68
H -0.7653 4.0486 0.9623 0.41
H -1.5112 3.2924 1.9802 0.33
O -0.8350 3.9271 1.9973 -0.79
```

As for the energy relative to the best compared isomer or geometry (same formula, charge and spin): 5.266 eV. For the total energy, the calculation gives -32756.783 eV. As for the SMILES: C[C@@H](CO)NC=O.O.O.O.O.O.O.O.O.O.O.O. The calculation puts the gap between HOMO and LUMO at 10.1 eV. As for the multiplicity: 1.

Entry 2:
Computed, not measured: a molecular structure, C7H11AuCl2NO5 in a non-equilibrium geometry, with ωB97M-V with the def2-TZVPD basis set.

The geometry in XYZ format:
```
27
Properties=species:S:1:pos:R:3:mulliken_charge:R:1
Au -0.2689 -0.2178 -1.2722 0.73
O -1.6091 0.9050 0.5488 -0.47
C -0.9445 1.1480 1.7990 -0.45
C -0.1372 -0.0660 2.1964 -0.73
N 1.0825 -0.2695 1.3623 0.31
C 1.4018 -1.4917 1.1368 -0.42
C -0.1478 -3.6806 -0.8302 0.79
O 0.5421 -4.6076 -0.7492 -0.33
O -0.8289 -2.7254 -0.8988 -0.48
C 2.0379 0.7788 1.3101 -0.97
C 1.9028 1.7530 -0.1299 0.71
O 2.2048 2.8915 0.1073 -0.55
O 1.5555 1.0877 -1.1494 -0.75
H -2.1547 1.6693 0.3306 0.27
H -1.6836 1.3073 2.5846 0.43
H -0.3107 2.0332 1.7212 0.38
H -0.7624 -0.9498 2.0883 0.39
H 0.1553 0.0363 3.2396 0.39
H 1.0584 -2.2849 1.7965 0.38
H 2.2360 -1.6623 0.4600 0.34
H 3.0487 0.4167 1.1990 0.51
H 1.9210 1.4979 2.1042 0.36
Cl -0.4480 0.9581 -3.8252 -0.09
C -2.1649 0.5518 -3.9066 -0.25
Cl -2.5708 -0.6237 -2.6183 -0.11
H -2.3747 0.0948 -4.8612 0.34
H -2.7407 1.4499 -3.7435 0.30
```

As for the energy relative to the best compared isomer or geometry (same formula, charge and spin): 1.467 eV. For the total energy, the calculation gives -47893.435 eV. The calculation puts the gap between HOMO and LUMO (alpha / beta) at 7.3 / 7.3 eV. As for the multiplicity: 1. The net charge is +1.

Entry 3:
Computed, not measured: a molecular structure, C21H24ClNOPSc in a non-equilibrium geometry, with ωB97M-V with the def2-TZVPD basis set.

The geometry in XYZ format:
```
50
Properties=species:S:1:pos:R:3:mulliken_charge:R:1
Sc 0.4165 -1.7109 0.7929 0.42
Cl 0.0409 -3.6274 -0.4170 -0.28
P -0.1273 0.1517 -0.9058 1.32
C 1.2904 1.2922 -0.7867 0.81
C 1.1414 2.6695 -0.5736 -0.60
C 2.2661 3.4964 -0.4905 -0.74
C 3.5537 2.9344 -0.5331 -0.47
C 3.6976 1.5445 -0.6555 -0.82
C 2.5777 0.7297 -0.7932 -0.49
C -0.1736 -0.3932 -2.6603 0.61
C -1.1634 -1.3354 -3.0012 -0.46
C -1.0478 -2.0633 -4.1890 -0.72
C -0.0344 -1.7613 -5.1119 -0.46
C 0.8372 -0.7042 -4.8474 -0.67
C 0.7650 -0.0100 -3.6348 -0.12
C -1.6076 1.2171 -0.8004 0.43
C -2.5184 1.0170 0.2496 -0.42
C -3.7543 1.6643 0.2316 -0.71
C -4.0688 2.5461 -0.8207 -0.47
C -3.1254 2.8003 -1.8207 -0.76
C -1.9026 2.1327 -1.8134 0.05
H -1.9995 -1.5036 -2.3215 0.42
H -1.7687 -2.8495 -4.4167 0.42
H 0.0497 -2.3233 -6.0484 0.41
H 1.5808 -0.4279 -5.5975 0.41
H 1.4350 0.8260 -3.4359 0.40
H 0.1443 3.0999 -0.5205 0.58
H 2.1339 4.5851 -0.4097 0.44
H 4.4207 3.5958 -0.4775 0.41
H 4.6992 1.1159 -0.6791 0.40
H 2.6753 -0.3391 -0.9509 0.44
H -2.2196 0.3501 1.0657 0.16
H -4.4800 1.4909 1.0264 0.40
H -5.0422 3.0318 -0.8746 0.43
H -3.3423 3.5221 -2.6091 0.41
H -1.1649 2.3252 -2.5834 0.50
H 0.6085 4.4422 2.1559 -0.06
H -0.1387 4.3885 2.1991 0.07
C -0.2160 -4.1958 4.0764 -0.79
N 0.5190 -3.0557 4.6437 0.12
C 0.8173 -3.0359 6.0606 -0.77
C 0.8484 -1.9985 3.9298 0.06
O 0.5389 -1.9192 2.6903 -0.66
H -0.2252 -4.9845 4.8444 0.31
H 0.2948 -4.5471 3.1769 0.32
H -1.2637 -3.9087 3.8685 0.31
H 1.8945 -2.9707 6.2710 0.34
H 0.3452 -2.1535 6.5265 0.36
H 0.4160 -3.9579 6.4833 0.26
H 1.3765 -1.1928 4.4874 0.45
```

As for the energy relative to the best compared isomer or geometry (same formula, charge and spin): 0.127 eV. For the total energy, the calculation gives -68202.436 eV. The calculation puts the gap between HOMO and LUMO at 6.4 eV. As for the multiplicity: 1. The net charge is +2.

Entry 4:
Computed, not measured: 3 unconnected molecules or ions with the total composition C49H75Cl2FN4O7P2 in a non-equilibrium geometry, with ωB97M-V with the def2-TZVPD basis set.

The geometry in XYZ format:
```
140
Properties=species:S:1:pos:R:3:mulliken_charge:R:1
C -1.5346 -3.1187 -0.9411 -1.06
C -2.3547 -2.4117 -1.9715 0.46
O -2.8876 -3.0162 -2.8585 -0.54
N -2.5023 -0.9979 -1.8442 0.28
C -1.6501 -0.3005 -2.8368 -1.09
C -1.6280 1.2062 -2.6018 -0.81
C -0.3119 1.6808 -1.9463 -1.46
C -0.4437 2.9000 -1.0252 -0.07
C -0.6608 2.5446 0.4328 -0.04
C -1.5229 1.5146 0.7792 -0.17
C -1.7538 1.1159 2.0956 0.53
P -2.9629 -0.2359 2.2033 0.46
N -3.1864 -0.9665 3.5684 -0.71
C -1.0736 1.7447 3.1546 0.67
P -1.2083 1.2496 4.9396 0.44
C -0.6471 -0.4969 5.1228 -0.92
C -2.9378 1.4393 5.5046 -1.30
C -0.2156 2.8025 2.8117 0.22
C -0.0164 3.2096 1.4775 0.12
C 0.8811 4.3750 1.2220 -0.71
O 0.5915 5.1853 0.3782 -0.54
C 2.0932 4.4650 2.0773 0.37
C 3.3314 4.9442 1.6101 -0.16
C 3.4833 5.4039 0.1687 -1.05
C 4.6863 4.8800 -0.6185 -0.40
C 4.4235 5.0754 -2.1290 -0.73
C 5.6820 5.4054 -2.8899 -0.86
O 6.5031 4.2267 -3.0387 -0.38
C 7.7205 4.3139 -2.4494 0.80
C 7.9697 3.3064 -1.3740 -0.78
O 8.5321 5.1226 -2.7719 -0.54
C 4.3653 4.9827 2.5561 1.30
Cl 5.9151 5.6486 2.1119 -0.27
C 4.2324 4.5407 3.8857 -0.44
C 5.3709 4.5692 4.8693 -2.27
C 5.9554 3.1678 5.0251 0.71
C 6.8077 2.7313 3.8533 -1.28
F 6.7392 3.1210 6.1709 -0.39
C 2.9750 4.0721 4.3041 0.99
Cl 2.7824 3.5334 5.9282 -0.17
C 1.9151 4.0525 3.3991 0.77
C 0.5373 3.6141 3.8241 -1.40
O 0.0958 3.9663 4.8746 -0.46
H -0.4838 -3.1056 -1.2233 0.25
H -1.8693 -4.1484 -0.8997 0.46
H -1.6634 -2.6770 0.0393 0.12
H -3.4705 -0.7812 -2.0641 0.09
H -2.0135 -0.5333 -3.8382 0.32
H -0.6449 -0.7025 -2.7338 0.66
H -2.4791 1.5174 -2.0012 0.54
H -1.7329 1.7104 -3.5591 0.66
H 0.1692 0.8587 -1.4215 0.52
H 0.3520 1.9543 -2.7630 0.56
H -1.1931 3.5934 -1.3963 0.34
H 0.5082 3.4116 -1.0752 -0.03
H -2.0452 0.9950 -0.0144 0.08
H -2.5511 -1.1048 1.1818 -0.21
H -4.1384 0.3635 1.7069 0.11
H -2.9707 -1.9524 3.5060 0.25
H -1.4685 -1.1937 5.2315 0.35
H 0.0337 -0.5193 5.9653 0.46
H -0.0593 -0.7477 4.2411 0.05
H -3.7008 1.2519 4.7578 0.37
H -3.0691 0.7252 6.3131 0.41
H -3.0273 2.4264 5.9430 0.33
H 3.4083 6.4872 0.1129 0.31
H 2.6133 5.0371 -0.3555 0.34
H 5.5681 5.4623 -0.4037 0.58
H 4.8555 3.8249 -0.4240 0.29
H 3.7588 5.9299 -2.2614 0.43
H 3.9174 4.2134 -2.5568 0.32
H 6.2587 6.1647 -2.3668 0.44
H 5.4566 5.8321 -3.8637 0.39
H 9.0337 3.2218 -1.2010 0.36
H 7.5414 2.3428 -1.6275 0.34
H 7.5166 3.6582 -0.4487 0.01
H 5.0122 4.8888 5.8414 0.43
H 6.1529 5.2509 4.5655 0.63
H 5.1574 2.4437 5.1623 0.34
H 7.6980 3.3484 3.7897 0.31
H 6.2416 2.7474 2.9276 0.29
H 7.1266 1.7058 4.0245 0.39
C -6.3371 -2.5664 -5.2770 -1.99
C -6.3428 -1.2782 -4.4157 2.10
C -6.4985 -1.6369 -2.9355 -1.00
C -7.9209 -2.0254 -2.5300 -0.70
C -8.9263 -0.9771 -3.0030 -1.31
C -8.8267 -0.6938 -4.5009 1.63
N -7.4221 -0.3516 -4.8740 0.44
O -7.1517 0.8655 -4.5299 -0.62
C -9.3317 -1.9118 -5.2961 -1.71
C -9.7551 0.4549 -4.8769 -1.82
C -4.9815 -0.6285 -4.6164 -2.04
H -6.7740 -2.3859 -6.2589 0.34
H -5.3183 -2.9135 -5.4419 0.49
H -6.8733 -3.3909 -4.8078 0.33
H -6.1919 -0.7785 -2.3257 0.40
H -5.8073 -2.4493 -2.6982 0.19
H -8.1735 -3.0104 -2.9312 0.32
H -7.9732 -2.1186 -1.4435 0.43
H -9.9422 -1.3007 -2.7667 0.43
H -8.7613 -0.0499 -2.4449 0.37
H -9.1955 -1.7565 -6.3670 0.36
H -10.3967 -2.0506 -5.1106 0.43
H -8.8485 -2.8465 -5.0250 0.33
H -9.5577 1.3523 -4.2936 0.37
H -10.7875 0.1607 -4.6898 0.42
H -9.6590 0.7050 -5.9344 0.44
H -4.8353 -0.3099 -5.6500 0.48
H -4.2006 -1.3475 -4.3672 0.49
H -4.8397 0.2400 -3.9708 0.42
C 4.6752 -4.2677 2.2754 -1.89
C 3.1642 -4.1306 1.9595 2.16
C 2.3364 -4.9161 2.9808 -1.33
C 2.3407 -6.4294 2.7630 -0.48
C 1.9873 -6.7702 1.3175 -1.25
C 2.8787 -6.0554 0.3042 1.71
N 2.8850 -4.5835 0.5608 0.18
O 1.7922 -4.0490 0.1255 -0.42
C 4.3038 -6.6349 0.3626 -1.72
C 2.3819 -6.3302 -1.1106 -1.82
C 2.8291 -2.6485 2.0976 -2.08
H 5.2737 -4.2364 1.3653 0.33
H 5.0135 -3.4448 2.9032 0.50
H 4.9132 -5.1859 2.8118 0.33
H 1.2990 -4.5672 2.9440 0.38
H 2.7039 -4.6845 3.9826 0.36
H 3.3138 -6.8494 3.0312 0.31
H 1.6159 -6.8917 3.4354 0.40
H 2.0598 -7.8482 1.1594 0.41
H 0.9413 -6.5024 1.1356 0.31
H 4.9720 -6.0840 -0.3003 0.37
H 4.2872 -7.6736 0.0334 0.43
H 4.7388 -6.6357 1.3583 0.31
H 1.3372 -6.0543 -1.2421 0.28
H 2.4700 -7.3950 -1.3236 0.43
H 2.9760 -5.7862 -1.8463 0.45
H 3.3616 -2.0515 1.3550 0.49
H 3.1257 -2.3061 3.0885 0.50
H 1.7626 -2.4550 1.9915 0.33
```

Its expectation value of S² is 2.01. For the total energy, the calculation gives -118658.406 eV. The calculation puts the gap between HOMO and LUMO at 6.4 eV. As for the multiplicity: 3.

Entry 5:
Computed, not measured: a molecular structure, C34H34N5O6P2Zr in a non-equilibrium geometry, with ωB97M-V with the def2-TZVPD basis set.

The geometry in XYZ format:
```
82
Properties=species:S:1:pos:R:3:mulliken_charge:R:1
Zr 0.2713 -1.2284 0.0437 0.45
N 1.7358 -2.9871 -0.3031 -0.56
C 1.6913 -4.0990 0.6502 -0.84
C 0.2232 -4.5650 0.8577 -0.24
C -0.5440 -3.7879 1.9587 -0.77
N -0.3176 -2.3018 1.9855 -0.42
H 1.3582 -3.3713 -1.1745 0.35
H 2.7163 -2.7153 -0.4671 0.31
H 2.0782 -3.7781 1.6529 0.29
H 2.3751 -4.9286 0.3264 0.48
H 0.3277 -5.6166 1.1972 0.45
H -0.1995 -4.5297 -0.1652 0.15
H -0.3581 -4.2133 2.9839 0.51
H -1.6645 -3.9714 1.7740 0.30
H 0.1876 -2.1012 2.8216 0.26
H -1.2805 -1.8377 2.0559 0.43
N 1.0986 1.9285 0.9789 -0.50
P 2.2052 0.6672 1.5577 0.94
C 2.2676 1.1048 3.3568 0.26
C 1.2966 0.5613 4.2000 0.04
C 1.7111 0.0901 5.4545 -0.78
C 2.9403 0.4172 5.9727 -0.55
C 3.7964 1.2701 5.2584 -0.41
C 3.4052 1.7068 4.0080 -1.13
C 3.8018 1.3532 1.0092 0.62
C 3.7809 2.0675 -0.2014 -0.23
C 4.9401 2.6492 -0.6425 -0.65
C 6.1512 2.3482 0.0262 -0.48
C 6.2155 1.4329 1.0928 -0.81
C 4.9866 1.0405 1.6595 -0.48
P -0.0916 1.3440 -0.1377 1.88
C -1.7050 1.9648 0.6184 1.12
C -1.9429 1.9615 2.0011 -0.49
C -3.1990 2.2700 2.4549 -0.63
C -4.2390 2.6879 1.6032 -0.60
C -3.9886 2.7316 0.2497 -0.73
C -2.7061 2.4345 -0.2325 -0.77
C 0.2129 2.2193 -1.6309 0.12
C -0.1464 3.5961 -1.7649 -0.78
C 0.0530 4.2704 -3.0033 -0.73
C 0.5166 3.5816 -4.1246 -0.50
C 0.8522 2.2296 -4.0073 -0.69
C 0.6828 1.5760 -2.7781 -0.07
H 0.5902 2.4776 1.6955 0.48
H 0.2819 0.3489 3.7566 0.28
H 0.9941 -0.4878 6.0568 0.42
H 3.3017 0.0381 6.9305 0.43
H 4.7195 1.6224 5.6737 0.50
H 3.9546 2.4532 3.4341 0.71
H 2.7825 2.1733 -0.6943 0.04
H 4.9596 3.1750 -1.6372 0.36
H 7.0588 2.8169 -0.2611 0.45
H 7.1670 1.1654 1.5016 0.45
H 4.9968 0.4988 2.6178 0.43
H -1.1531 1.6663 2.7031 0.10
H -3.5375 2.1053 3.5196 0.34
H -5.2330 2.8386 2.0384 0.40
H -4.7907 2.9710 -0.4381 0.45
H -2.5050 2.5068 -1.3073 0.45
H -0.6293 4.0760 -0.9561 0.68
H -0.0634 5.3743 -3.0411 0.42
H 0.4495 4.0362 -5.1337 0.41
H 1.1329 1.5063 -4.8110 0.40
H 1.0550 0.5529 -2.7417 0.24
O -1.8121 -1.9515 -0.1606 -0.66
C -1.5975 -2.0056 -1.4110 1.56
O -0.4024 -1.6751 -1.9361 -0.69
C -2.6037 -2.3599 -2.3632 0.07
C -3.8929 -2.6206 -1.9032 -0.16
C -4.9712 -2.4249 -2.7147 -0.24
C -4.8236 -2.0148 -4.0493 -0.21
C -3.5167 -1.8963 -4.5716 -0.40
C -2.4312 -2.2432 -3.7377 -0.24
N -3.2411 -1.5395 -5.9540 0.93
O -2.0633 -1.3603 -6.3223 -0.54
O -4.2999 -1.5137 -6.6494 -0.51
N -6.3521 -2.7467 -2.3152 0.89
O -6.5021 -3.2427 -1.1512 -0.53
O -7.3092 -2.5082 -3.1116 -0.50
H -4.1251 -2.9745 -0.8498 0.51
H -5.6638 -2.0543 -4.7258 0.62
H -1.4214 -2.2564 -4.1564 0.54
```

As for the energy relative to the best compared isomer or geometry (same formula, charge and spin): 2.845 eV. For the total energy, the calculation gives -75371.746 eV. The calculation puts the gap between HOMO and LUMO at 5.8 eV. As for the multiplicity: 1. The net charge is +3.

Entry 6:
Computed, not measured: 2 unconnected molecules or ions with the total composition C4H11NO in a non-equilibrium geometry, with ωB97M-V with the def2-TZVPD basis set.

The geometry in XYZ format:
```
17
Properties=species:S:1:pos:R:3:mulliken_charge:R:1
C 2.6133 -0.1330 -0.6195 -1.09
C 1.2884 -0.5241 0.1276 -0.41
N 0.3213 0.5182 0.1363 -0.25
C -0.9629 -0.0340 0.4306 -0.18
C -2.1364 0.9126 0.2108 -1.13
O -2.8002 -1.6289 -0.6713 -0.40
H 3.2267 0.5081 0.0592 0.28
H 3.1119 -1.0711 -0.9289 0.32
H 2.2470 0.3740 -1.4817 0.35
H 0.7830 -1.3936 -0.3025 0.36
H 1.5784 -0.8351 1.1610 0.28
H 0.4976 1.5046 0.5635 0.29
H -1.3044 -0.7426 -0.3483 0.20
H -1.0358 -0.6404 1.3500 0.35
H -2.9230 0.1388 -0.1954 0.40
H -2.0060 1.6105 -0.6351 0.33
H -2.4988 1.4359 1.1440 0.30
```

As for the energy relative to the best compared isomer or geometry (same formula, charge and spin): 8.307 eV. For the total energy, the calculation gives -7856.247 eV. The calculation puts the gap between HOMO and LUMO at 5.9 eV. As for the multiplicity: 1.

Please write out number 2 again, unchanged.
Computed, not measured: a molecular structure, C7H11AuCl2NO5 in a non-equilibrium geometry, with ωB97M-V with the def2-TZVPD basis set.

The geometry in XYZ format:
```
27
Properties=species:S:1:pos:R:3:mulliken_charge:R:1
Au -0.2689 -0.2178 -1.2722 0.73
O -1.6091 0.9050 0.5488 -0.47
C -0.9445 1.1480 1.7990 -0.45
C -0.1372 -0.0660 2.1964 -0.73
N 1.0825 -0.2695 1.3623 0.31
C 1.4018 -1.4917 1.1368 -0.42
C -0.1478 -3.6806 -0.8302 0.79
O 0.5421 -4.6076 -0.7492 -0.33
O -0.8289 -2.7254 -0.8988 -0.48
C 2.0379 0.7788 1.3101 -0.97
C 1.9028 1.7530 -0.1299 0.71
O 2.2048 2.8915 0.1073 -0.55
O 1.5555 1.0877 -1.1494 -0.75
H -2.1547 1.6693 0.3306 0.27
H -1.6836 1.3073 2.5846 0.43
H -0.3107 2.0332 1.7212 0.38
H -0.7624 -0.9498 2.0883 0.39
H 0.1553 0.0363 3.2396 0.39
H 1.0584 -2.2849 1.7965 0.38
H 2.2360 -1.6623 0.4600 0.34
H 3.0487 0.4167 1.1990 0.51
H 1.9210 1.4979 2.1042 0.36
Cl -0.4480 0.9581 -3.8252 -0.09
C -2.1649 0.5518 -3.9066 -0.25
Cl -2.5708 -0.6237 -2.6183 -0.11
H -2.3747 0.0948 -4.8612 0.34
H -2.7407 1.4499 -3.7435 0.30
```

As for the energy relative to the best compared isomer or geometry (same formula, charge and spin): 1.467 eV. For the total energy, the calculation gives -47893.435 eV. The calculation puts the gap between HOMO and LUMO (alpha / beta) at 7.3 / 7.3 eV. As for the multiplicity: 1. The net charge is +1.